Record 1
A single C3H3NO2 molecule, computed with wB97M-V/def2-TZVPD.

Results
2S+1   1
Kohn-Sham gap   9.66 eV
HOMO   -9.5 eV

Cartesian coordinates (Å):
O 1.891 -0.167 -0.322
C 0.404 -0.006 -0.090
C 1.003 1.182 0.131
O -2.158 0.543 0.223
C -1.751 -0.591 0.108
N -0.415 -0.966 -0.091
H 2.304 -0.492 0.496
H 1.142 1.962 -0.608
H -2.420 -1.465 0.153

Calculated atomic charges, method natural (NBO), unit e:
1 O -0.5651
2 C 0.5028
3 C -0.1591
4 O -0.5571
5 C 0.5265
6 N -0.6027
7 H 0.5075
8 H 0.2227
9 H 0.1245

***

Record 2
A single C2H7O2P3 molecule, computed with wB97M-V/def2-TZVPD.

Results
SMILES   CC(=O)OP(P)#[PH2]
2S+1   1
Kohn-Sham gap   8.92 eV
HOMO   -9.5 eV

Cartesian coordinates (Å):
C 1.513 0.044 -1.551
C -0.067 0.353 -1.877
O -0.463 0.450 -3.041
O -0.629 0.485 -0.688
P -0.294 0.735 1.252
P -2.365 0.592 1.870
P 0.269 -1.351 1.712
H 1.400 -0.813 -0.866
H 2.042 -0.273 -2.499
H 2.164 0.787 -1.013
H -2.608 1.634 1.064
H -2.622 -0.644 0.975
H 1.545 -0.883 1.646
H 0.115 -1.115 3.015

Calculated atomic charges, method natural (NBO), unit e:
1 C -0.7591
2 C 0.8435
3 O -0.5840
4 O -0.8121
5 P 0.5691
6 P 0.0033
7 P 0.0548
8 H 0.1957
9 H 0.2275
10 H 0.2244
11 H 0.0083
12 H 0.0492
13 H -0.0073
14 H -0.0132

***

Record 3
A molecular structure, C28H35N5P2Sn, computed with wB97M-V/def2-TZVPD.

Results
2S+1   1
Kohn-Sham gap (alpha / beta)   5.99 / 5.98 eV
HOMO (alpha / beta)   -6.1 / -6.1 eV

Cartesian coordinates (Å):
Sn 3.230 0.739 1.098
C -4.886 -2.760 0.947
C -3.950 -2.943 0.007
C -3.925 -2.491 -1.414
C -4.882 -1.333 -1.797
C -4.634 -0.083 -1.007
C -5.108 0.253 0.198
C -6.038 -0.497 1.106
C -6.186 -2.018 0.847
C 4.332 2.842 1.591
H -4.700 -3.203 1.945
H -3.075 -3.548 0.290
H -4.118 -3.341 -2.092
H -2.892 -2.169 -1.638
H -4.692 -1.103 -2.868
H -5.925 -1.673 -1.735
H -3.965 0.643 -1.506
H -4.821 1.238 0.595
H -7.042 -0.038 1.090
H -5.670 -0.357 2.138
H -6.867 -2.407 1.635
H -6.696 -2.185 -0.111
H 4.584 2.781 2.682
H 3.526 3.511 1.489
H 5.040 3.072 0.758
P 1.614 1.975 -0.440
P 2.185 -1.230 0.201
N 0.688 3.019 0.480
N 2.248 2.880 -1.668
N 1.007 -1.680 1.348
N 3.148 -2.523 -0.110
C 0.612 0.685 -1.073
C 1.322 -0.690 -1.252
C 0.622 3.182 1.867
C -0.458 3.989 2.155
C -1.089 4.337 0.917
C -0.379 3.735 -0.096
C 3.153 3.966 -1.569
C 3.545 4.310 -2.839
C 2.884 3.431 -3.760
C 2.106 2.573 -3.030
C 1.079 -1.524 2.740
C -0.055 -2.080 3.296
C -0.861 -2.585 2.233
C -0.193 -2.322 1.049
C 2.657 -3.809 -0.393
C 3.699 -4.571 -0.871
C 4.867 -3.738 -0.908
C 4.510 -2.491 -0.451
H 0.213 1.041 -2.025
H -0.235 0.583 -0.385
H 0.610 -1.486 -1.506
H 2.076 -0.657 -2.051
H 1.362 2.697 2.485
H -0.761 4.296 3.143
H -1.959 4.964 0.791
H -0.500 3.744 -1.170
H 3.409 4.360 -0.597
H 4.225 5.109 -3.093
H 2.970 3.433 -4.835
H 1.466 1.759 -3.319
H 1.935 -1.024 3.171
H -0.282 -2.124 4.348
H -1.817 -3.082 2.311
H -0.458 -2.528 0.020
H 1.624 -4.045 -0.186
H 3.638 -5.612 -1.154
H 5.854 -4.030 -1.231
H 5.064 -1.578 -0.298
N 6.499 1.455 1.930
C 5.520 0.959 1.574

Calculated atomic charges, method Löwdin, unit e:
1 Sn 0.7930
2 C -0.1085
3 C -0.1276
4 C -0.1949
5 C -0.2036
6 C -0.1178
7 C -0.1146
8 C -0.1918
9 C -0.2040
10 C -0.3399
11 H 0.1070
12 H 0.0895
13 H 0.1168
14 H 0.1014
15 H 0.1123
16 H 0.0979
17 H 0.1018
18 H 0.1026
19 H 0.1154
20 H 0.1136
21 H 0.1135
22 H 0.0970
23 H 0.0185
24 H -0.0880
25 H 0.0003
26 P 0.7797
27 P 0.7169
28 N -0.2361
29 N -0.2318
30 N -0.2279
31 N -0.2567
32 C -0.3491
33 C -0.3378
34 C -0.1183
35 C -0.0749
36 C -0.0830
37 C -0.1220
38 C -0.0825
39 C -0.0693
40 C -0.0787
41 C -0.1289
42 C -0.1311
43 C -0.0706
44 C -0.0731
45 C -0.1454
46 C -0.1112
47 C -0.0753
48 C -0.0704
49 C -0.1024
50 H 0.0758
51 H 0.1048
52 H 0.0792
53 H 0.1036
54 H 0.0758
55 H 0.0973
56 H 0.0958
57 H 0.1093
58 H 0.1015
59 H 0.1005
60 H 0.0968
61 H 0.0909
62 H 0.0593
63 H 0.0990
64 H 0.0858
65 H 0.0944
66 H 0.1002
67 H 0.0981
68 H 0.1009
69 H 0.0898
70 N -0.0396
71 C -0.5293

***

Record 4
A gas-phase ion, C20H28N3O4S (charge +1), computed with wB97M-V/def2-TZVPD.

Results
Total charge   +1
SMILES   COc1ccc(CC[NH2+]CC(=O)Nc2ccc(C)c(S(=O)(=O)N(C)C)c2)cc1
2S+1   1
Kohn-Sham gap   8.54 eV
HOMO   -11.2 eV

Cartesian coordinates (Å):
C -3.441 3.253 -3.228
O -3.145 2.116 -2.445
C -1.925 1.543 -2.557
C -0.873 2.033 -3.327
C 0.343 1.371 -3.336
C 0.543 0.220 -2.586
C 1.885 -0.464 -2.550
C 2.974 0.382 -1.891
N 2.660 0.669 -0.464
C 1.662 1.740 -0.248
C 1.871 2.446 1.113
O 2.935 2.961 1.359
N 0.774 2.512 1.909
C -0.151 1.449 1.931
C -1.534 1.584 1.937
C -2.320 0.454 1.792
C -1.782 -0.816 1.560
C -2.673 -1.985 1.308
C -0.397 -0.927 1.579
S 0.600 -2.343 1.048
O -0.119 -3.123 0.094
O 1.832 -1.721 0.568
N 1.003 -3.292 2.328
C 1.837 -2.680 3.335
C -0.053 -4.145 2.824
C 0.390 0.175 1.835
C -0.522 -0.284 -1.844
C -1.736 0.368 -1.824
H -3.346 3.039 -4.295
H -2.800 4.100 -2.964
H -4.476 3.502 -3.002
H -0.992 2.919 -3.929
H 1.141 1.758 -3.952
H 2.213 -0.686 -3.568
H 1.795 -1.410 -2.013
H 3.916 -0.169 -1.920
H 3.106 1.330 -2.418
H 2.332 -0.249 -0.040
H 3.519 0.968 0.017
H 0.653 1.354 -0.374
H 1.833 2.521 -0.997
H 0.816 3.153 2.692
H -1.988 2.557 2.029
H -3.394 0.563 1.801
H -3.632 -1.658 0.915
H -2.209 -2.675 0.608
H -2.862 -2.520 2.239
H 1.270 -2.009 3.992
H 2.623 -2.127 2.829
H 2.292 -3.464 3.939
H -0.625 -4.496 1.970
H -0.709 -3.619 3.526
H 0.393 -5.001 3.329
H 1.457 0.048 1.915
H -0.399 -1.203 -1.291
H -2.566 -0.021 -1.259

Calculated atomic charges, method natural (NBO), unit e:
1 C -0.2567
2 O -0.4864
3 C 0.2984
4 C -0.3140
5 C -0.1434
6 C -0.1016
7 C -0.4368
8 C -0.2093
9 N -0.5513
10 C -0.3452
11 C 0.6617
12 O -0.5708
13 N -0.6121
14 C 0.1160
15 C -0.1665
16 C -0.2174
17 C 0.1301
18 C -0.6801
19 C -0.3768
20 S 2.3383
21 O -0.9169
22 O -1.0048
23 N -0.6465
24 C -0.4278
25 C -0.4295
26 C -0.2158
27 C -0.2318
28 C -0.1996
29 H 0.1853
30 H 0.1778
31 H 0.2115
32 H 0.2307
33 H 0.2054
34 H 0.2444
35 H 0.2362
36 H 0.2313
37 H 0.2182
38 H 0.4890
39 H 0.4434
40 H 0.2709
41 H 0.2525
42 H 0.4297
43 H 0.2379
44 H 0.2340
45 H 0.2326
46 H 0.2557
47 H 0.2349
48 H 0.1913
49 H 0.2265
50 H 0.2316
51 H 0.2412
52 H 0.1883
53 H 0.2288
54 H 0.2272
55 H 0.2235
56 H 0.2170

***

Record 5
2 unconnected molecules or ions with the total composition C4H6N2O, computed with wB97M-V/def2-TZVPD.

Results
SMILES   [H]/N=C1\C=CNC1=O.[H][H]
2S+1   1
Kohn-Sham gap   8.83 eV
HOMO   -9.1 eV

Cartesian coordinates (Å):
H -1.750 1.915 1.531
N -1.709 0.918 1.303
C -0.574 0.629 0.811
C 0.636 1.409 0.516
C 1.532 0.562 -0.019
N 1.038 -0.738 -0.113
C -0.259 -0.807 0.375
O -0.957 -1.790 0.422
H 0.779 2.466 0.696
H 2.538 0.773 -0.360
H 1.525 -1.530 -0.499
H -1.361 -1.833 -2.695
H -1.436 -1.974 -1.968

Calculated atomic charges, method natural (NBO), unit e:
1 H 0.3339
2 N -0.5190
3 C 0.1502
4 C -0.3723
5 C 0.0609
6 N -0.6282
7 C 0.6284
8 O -0.5269
9 H 0.2332
10 H 0.2210
11 H 0.4229
12 H -0.0225
13 H 0.0183

***

Record 6
A molecular structure, C45H60KN4P3S2Si, computed with wB97M-V/def2-TZVPD.

Results
Total charge   -2
2S+1   1
Kohn-Sham gap   5.20 eV
HOMO   -1.5 eV

Cartesian coordinates (Å):
K 0.452 -0.050 -0.672
C -4.636 1.349 -1.531
C -4.874 -0.003 -0.842
C -5.811 -0.866 -1.685
P -3.167 -0.629 -0.303
C -2.610 -1.899 -1.550
C -3.297 -3.256 -1.642
C -2.490 -1.235 -2.923
C -3.554 -1.677 1.154
C -4.615 -2.573 1.254
C -4.791 -3.330 2.406
C -3.904 -3.193 3.465
C -2.865 -2.275 3.382
C -2.675 -1.497 2.241
Si -1.326 -0.164 1.928
C -0.465 -0.080 3.652
C -1.046 0.405 4.826
C -0.323 0.509 6.004
C 1.017 0.134 6.025
C 1.627 -0.323 4.868
C 0.899 -0.434 3.681
P 1.615 -0.934 2.072
C 1.558 -2.815 2.171
C 1.593 -3.401 3.580
C 0.343 -3.360 1.421
C 3.471 -0.580 2.329
C 3.984 -0.104 0.962
C 4.408 -1.664 2.859
C -2.481 1.379 2.157
C -3.845 1.361 2.467
C -4.580 2.529 2.600
C -3.951 3.761 2.478
C -2.603 3.812 2.164
C -1.873 2.638 1.968
P -0.134 2.557 1.404
C 0.816 3.069 2.941
C 0.202 4.121 3.861
C 2.260 3.405 2.568
C 0.081 3.995 0.196
C -0.878 3.717 -0.969
C 0.008 5.468 0.592
H -5.580 1.881 -1.688
H -4.153 1.210 -2.501
H -3.984 1.974 -0.919
H -5.364 0.202 0.117
H -5.356 -1.133 -2.639
H -6.726 -0.303 -1.897
H -6.097 -1.784 -1.173
H -1.582 -2.095 -1.193
H -4.306 -3.184 -2.058
H -3.353 -3.740 -0.669
H -2.705 -3.897 -2.301
H -3.452 -1.165 -3.437
H -1.810 -1.806 -3.553
H -2.078 -0.226 -2.835
H -5.321 -2.691 0.442
H -5.616 -4.030 2.473
H -4.043 -3.787 4.363
H -2.197 -2.150 4.229
H -2.086 0.721 4.805
H -0.794 0.884 6.906
H 1.586 0.204 6.946
H 2.680 -0.579 4.900
H 2.445 -3.131 1.613
H 0.720 -3.074 4.148
H 2.480 -3.110 4.141
H 1.567 -4.493 3.524
H -0.583 -3.082 1.920
H 0.397 -4.453 1.378
H 0.319 -2.999 0.392
H 3.495 0.272 3.018
H 3.878 -0.893 0.213
H 5.041 0.174 1.012
H 3.423 0.764 0.608
H 4.377 -2.554 2.228
H 4.167 -1.958 3.881
H 5.436 -1.291 2.850
H -4.341 0.409 2.615
H -5.642 2.484 2.819
H -4.507 4.679 2.635
H -2.126 4.780 2.097
H 0.833 2.135 3.503
H 0.137 5.101 3.386
H 0.827 4.219 4.755
H -0.796 3.823 4.182
H 2.329 4.361 2.044
H 2.677 2.629 1.922
H 2.876 3.467 3.470
H 1.100 3.806 -0.165
H -1.908 3.917 -0.665
H -0.823 2.672 -1.283
H -0.644 4.347 -1.830
H -1.007 5.777 0.840
H 0.328 6.081 -0.256
H 0.658 5.704 1.434
S 4.017 0.122 -3.686
C 3.545 -1.326 -4.459
C 4.507 -2.057 -5.185
C 4.230 -3.268 -5.802
C 5.261 -3.955 -6.506
N 6.103 -4.508 -7.065
C 2.931 -3.810 -5.737
C 1.948 -3.088 -5.044
C 2.215 -1.874 -4.418
S 0.912 -1.133 -3.542
C 2.624 -5.044 -6.362
N 2.369 -6.052 -6.863
H 5.507 -1.652 -5.252
H 0.929 -3.452 -5.058
N 1.232 -3.583 -2.034
C 0.742 -2.460 -1.912
H 1.730 -3.944 -2.852
N 1.239 2.652 -3.982
H 1.373 2.791 -2.986
H 0.509 1.952 -4.065
H 2.079 2.165 -4.288

Löwdin atomic charge list, values in e, 99 entries:
1 K 0.2974
2 C -0.1435
3 C -0.5260
4 C -0.1228
5 P 1.0602
6 C -0.5473
7 C -0.1017
8 C -0.1459
9 C -0.3880
10 C -0.1105
11 C -0.1101
12 C -0.1042
13 C -0.1031
14 C -0.3343
15 Si 0.5345
16 C -0.3256
17 C -0.1045
18 C -0.1015
19 C -0.1035
20 C -0.1102
21 C -0.4073
22 P 1.0058
23 C -0.5208
24 C -0.1164
25 C -0.1293
26 C -0.5439
27 C -0.1469
28 C -0.1295
29 C -0.3197
30 C -0.1085
31 C -0.0992
32 C -0.1063
33 C -0.1134
34 C -0.3766
35 P 1.0489
36 C -0.5293
37 C -0.1084
38 C -0.1172
39 C -0.5378
40 C -0.1342
41 C -0.1185
42 H 0.0681
43 H 0.0655
44 H 0.0504
45 H 0.0909
46 H 0.0537
47 H 0.0693
48 H 0.0477
49 H 0.0478
50 H 0.0601
51 H 0.0606
52 H 0.0804
53 H 0.0597
54 H 0.0403
55 H 0.0550
56 H 0.0797
57 H 0.0879
58 H 0.0898
59 H 0.0907
60 H 0.1016
61 H 0.0904
62 H 0.0897
63 H 0.0869
64 H 0.0950
65 H 0.0717
66 H 0.0469
67 H 0.0742
68 H 0.0485
69 H 0.0806
70 H 0.0129
71 H 0.0834
72 H 0.0803
73 H 0.0733
74 H 0.0464
75 H 0.0715
76 H 0.0465
77 H 0.0702
78 H 0.0948
79 H 0.0927
80 H 0.0897
81 H 0.0774
82 H 0.0667
83 H 0.0554
84 H 0.0736
85 H 0.0641
86 H 0.0617
87 H 0.0551
88 H 0.0755
89 H 0.0919
90 H 0.0684
91 H 0.0505
92 H 0.0769
93 H 0.0563
94 H 0.0758
95 H 0.0460
96 S 0.4332
97 C -0.7904
98 C -0.0997
99 C -0.2177